Record 1
Here is a single C2H3FN2O molecule from the Open Molecules 2025 dataset. Energies are from ωB97M-V/def2-TZVPD.

Positions of all 9 atoms, in Å:
C -1.109 -0.153 0.725
O -0.451 -0.782 -0.493
C 0.776 -0.533 -0.627
N 1.816 -0.655 -1.290
N 1.665 0.509 -0.345
F 1.026 1.717 -1.006
H -2.237 -0.217 0.618
H -0.715 0.855 0.819
H -0.770 -0.741 1.599

Properties
* SMILES: COC1=NN1F
* frontier orbital gap: 11.44 eV
* highest occupied orbital energy: -10.8 eV
* spin multiplicity: 1
* lowest unoccupied orbital energy: 0.600 eV

Mulliken atomic charge list, values in e, 8 entries: -0.5772, -0.2876, 0.8076, -0.3951, -0.0867, -0.2928, 0.2071, 0.3333


Record 2
Here is 2 unconnected molecules or ions with the total composition C4H6O from the Open Molecules 2025 dataset. Energies are from ωB97M-V/def2-TZVPD.

Positions of all 11 atoms, in Å:
C -2.807 -0.386 -0.105
C -2.061 0.481 0.215
C 1.192 -0.540 0.403
C 0.800 0.796 -0.268
O -0.114 1.721 0.207
H -3.314 -1.234 -0.454
H 1.926 -0.583 1.240
H 0.202 -0.887 0.820
H 1.557 -1.323 -0.338
H 0.760 0.766 -1.410
H 1.860 1.188 -0.311

Properties
* <S²>: 2.02
* frontier orbital gap (alpha / beta): 11.20 / 7.41 eV
* highest occupied orbital energy (alpha / beta): -10.2 / -10.0 eV
* spin multiplicity: 3
* lowest unoccupied orbital energy (alpha / beta): 0.963 / -2.627 eV

Mulliken atomic charge list, values in e, 8 entries: 0.1282, -0.6185, -0.7588, -0.2685, -0.2641, 0.3637, 0.2711, 0.2273


Record 3
Here is a molecular structure, C18H23N4O3PtS2 from the Open Molecules 2025 dataset. Energies are from ωB97M-V/def2-TZVPD.

Positions of all 51 atoms, in Å:
Pt -0.331 -0.734 -0.155
C -4.592 -1.143 -0.120
C -3.159 -0.866 -0.407
N -2.198 -1.620 0.040
O -2.633 -2.628 0.884
C -2.766 0.283 -1.185
C -3.727 1.158 -1.914
N -1.473 0.540 -1.177
O -1.004 1.610 -1.649
H -4.710 -1.524 0.891
H -4.972 -1.901 -0.807
H -5.183 -0.242 -0.245
H -1.968 -3.323 0.806
H -4.407 0.562 -2.523
H -3.178 1.845 -2.551
H -4.334 1.754 -1.229
O -1.150 -0.154 2.425
S 0.171 -0.101 3.106
C 1.205 -1.144 2.053
C 0.554 -2.252 1.483
C 1.304 -3.160 0.715
C 2.657 -2.964 0.526
C 3.284 -1.871 1.117
C 2.571 -0.960 1.877
C 0.928 1.468 2.752
C 1.959 1.895 3.576
C 2.566 3.114 3.315
C 2.120 3.894 2.257
C 1.065 3.467 1.462
C 0.458 2.245 1.705
H -0.440 -2.504 1.832
H 0.814 -4.028 0.294
H 3.231 -3.658 -0.069
H 4.345 -1.722 0.970
H 3.068 -0.105 2.312
H 2.273 1.295 4.420
H 3.370 3.463 3.948
H 2.586 4.851 2.063
H 0.703 4.090 0.655
H -0.378 1.904 1.106
C 0.478 -1.634 -3.498
N 0.807 -0.220 -3.597
C 1.331 0.523 -2.639
N 1.750 1.755 -2.917
S 1.696 -0.065 -1.044
H 0.139 -1.960 -4.477
H -0.310 -1.802 -2.764
H 1.362 -2.204 -3.212
H 0.609 0.228 -4.479
H 1.557 2.198 -3.802
H 1.952 2.349 -2.130

Properties
* frontier orbital gap: 7.56 eV
* highest occupied orbital energy: -11.1 eV
* spin multiplicity: 1
* charge: +1
* lowest unoccupied orbital energy: -3.494 eV

Mulliken atomic charge list, values in e, 8 entries: 0.8588, -1.5623, 0.7111, 0.1650, -0.5030, 0.3359, -1.8694, 0.6690


Results for E_tot: -9862.7030; -6284.0232; -56050.8675 (in eV, following the order of the records).